# C48H42BrCl3InN5O3S3

A structure of composition C48H42BrCl3InN5O3S3 at a distorted geometry (ωB97M-V/def2-TZVPD, the Open Molecules 2025 dataset).

Structure (XYZ):
```
106
Properties=species:S:1:pos:R:3:forces:R:3
In 0.35047 -0.31178 -0.04792 0.37 0.22 1.15
Cl -4.33816 -6.30179 -1.71385 -0.28 -0.24 -0.08
C -3.00993 -5.26816 -1.29528 0.15 0.14 -0.01
C -3.00441 -3.95654 -1.73410 -0.01 -0.10 0.05
C -1.94564 -3.14735 -1.39071 0.17 -0.37 0.21
Cl -1.92935 -1.50832 -1.89821 -0.26 0.33 -0.28
C -0.84470 -3.56551 -0.59585 -0.50 -0.24 -0.24
O 0.11100 -2.79869 -0.26671 0.60 1.13 0.28
C -0.92449 -4.92599 -0.19421 0.00 0.10 -0.07
Cl 0.36102 -5.55280 0.77646 0.21 -0.03 0.16
C -1.96586 -5.76290 -0.53314 -0.11 0.15 -0.05
H -3.81118 -3.56155 -2.33000 -0.10 0.00 -0.06
H -1.96676 -6.78530 -0.19283 0.00 -0.11 0.03
S 1.72112 1.45835 -1.63772 -0.05 -0.44 0.53
C 0.32553 2.42652 -1.44188 0.09 0.07 -0.32
S -1.16103 1.69514 -0.98255 -0.04 -0.59 0.26
C 0.39575 3.79016 -1.69425 -0.04 -0.80 0.13
C 1.60965 4.40405 -2.02218 0.81 0.40 -0.22
N 2.59865 4.94173 -2.26989 0.13 0.10 -0.07
C -0.71229 4.63076 -1.58618 -0.82 0.59 0.13
N -1.60810 5.35373 -1.51241 -0.17 0.08 0.02
C 2.34811 -2.85641 -2.57752 0.24 -0.53 0.22
O 1.49665 -1.83945 -3.05276 -0.26 0.50 -0.39
C 1.89417 -1.08794 -4.11478 -0.04 0.09 -0.11
C 3.03752 -1.28676 -4.86504 -0.13 -0.02 0.22
C 3.28704 -0.41673 -5.92068 0.10 0.09 -0.21
Br 4.82672 -0.74020 -6.99706 0.06 0.01 0.00
C 2.48303 0.65323 -6.21750 0.04 -0.08 0.16
C 1.33406 0.87370 -5.44926 0.11 -0.72 0.45
C 1.01262 -0.03179 -4.43608 0.38 -0.10 -0.25
O -0.13251 0.08075 -3.73955 -0.06 -0.24 -0.11
C 0.55464 2.07473 -5.67805 -0.32 0.52 -0.19
N 0.79639 2.94028 -6.63839 0.45 -0.38 -0.13
C -0.07653 3.97217 -6.43401 -0.55 -0.04 0.60
C -0.23829 5.17985 -7.10901 0.06 -0.10 0.02
C -1.19426 6.05555 -6.63872 0.00 0.17 -0.21
C -1.99864 5.75112 -5.53623 -0.12 -0.02 0.07
C -1.86763 4.55750 -4.85708 -0.07 -0.04 0.09
C -0.89026 3.68486 -5.30849 0.17 0.49 -0.56
N -0.46978 2.46791 -4.86437 0.09 -0.17 0.07
H 3.33429 -2.46893 -2.30818 -0.11 0.06 -0.06
H 2.45008 -3.66317 -3.31216 -0.04 0.07 -0.09
H 1.86286 -3.22949 -1.67743 0.13 0.00 -0.04
H 3.73457 -2.07723 -4.63120 -0.05 -0.04 0.00
H 2.71740 1.35471 -7.00156 0.03 0.01 -0.06
H -0.11891 -0.59620 -3.03751 -0.06 0.23 -0.19
H 0.38811 5.41748 -7.95629 0.04 0.03 -0.08
H -1.32951 7.00841 -7.13492 0.00 0.04 -0.02
H -2.73278 6.47148 -5.20387 -0.03 0.03 0.05
H -2.47533 4.31985 -3.99806 -0.04 0.06 0.13
H -0.76950 1.98546 -4.03129 0.01 -0.10 0.08
S 2.86907 -0.96523 0.16313 -0.61 0.61 -0.57
C 3.48833 -1.72305 1.59299 -0.13 -0.14 0.11
C 2.70748 -2.50906 2.43548 -0.08 0.04 -0.04
C 3.27619 -3.12404 3.53149 0.01 -0.11 0.17
C 4.62571 -2.96981 3.80548 0.09 -0.08 0.16
C 5.40648 -2.18264 2.97329 0.14 -0.09 0.13
C 4.84735 -1.56241 1.87732 -0.12 0.02 -0.09
H 1.65945 -2.63717 2.20467 -0.09 -0.05 -0.02
H 2.66335 -3.73879 4.17640 -0.07 -0.04 0.06
H 5.06782 -3.45620 4.66301 0.03 -0.05 0.10
H 6.46029 -2.05296 3.18403 0.06 0.01 0.01
H 5.44810 -0.94938 1.22067 0.04 0.07 -0.03
C 0.45008 2.62213 6.26679 0.01 -0.02 -0.08
C 0.76700 2.32654 4.82327 0.13 0.11 0.08
C 1.80580 2.97111 4.17415 -0.03 0.04 0.14
C 2.06126 2.67046 2.83866 0.04 -0.08 0.02
C 3.17407 3.34161 2.08546 -0.05 -0.02 -0.06
C 1.27541 1.74128 2.19820 -0.03 -0.08 -0.16
C 0.20455 1.05643 2.80766 0.11 0.35 0.27
C -0.00703 1.38775 4.16333 -0.18 -0.12 0.05
N -0.52922 0.19522 2.05952 0.44 -0.73 -1.56
C -1.68752 -0.51336 2.56192 0.01 0.06 0.19
C -2.81506 0.42535 3.04683 0.03 -0.08 0.08
C -4.01212 -0.39506 3.52939 -0.32 0.20 0.11
C -4.59428 -1.19974 2.36992 0.04 0.00 0.00
C -3.50778 -2.12798 1.83498 -0.19 -0.21 -0.20
C -3.09957 -3.10583 2.93438 0.02 0.02 0.02
C -2.52832 -2.31771 4.11072 0.05 -0.25 0.25
C -3.58744 -1.35302 4.64235 0.02 0.00 -0.04
C -1.30314 -1.53455 3.64958 -0.12 -0.02 0.04
C -2.30292 -1.30114 1.40324 -0.01 0.20 0.17
H 1.13657 3.36122 6.67845 0.01 0.02 0.04
H 0.51851 1.71184 6.86539 0.00 0.01 0.08
H -0.56888 3.00360 6.36050 -0.01 0.03 0.07
H 2.41598 3.69290 4.70154 0.06 0.08 0.03
H 3.86345 3.83809 2.76721 0.05 0.05 0.02
H 2.77780 4.08405 1.39013 0.03 0.03 -0.02
H 3.72350 2.60834 1.49625 0.06 0.01 -0.06
H 1.49785 1.52736 1.16064 0.14 0.12 -0.10
H -0.78969 0.92775 4.74514 -0.04 -0.08 -0.05
H -3.11076 1.05673 2.20420 0.06 0.06 0.00
H -2.48613 1.08593 3.84595 0.02 0.03 -0.03
H -4.77873 0.28895 3.91795 0.05 -0.04 -0.04
H -4.93250 -0.52595 1.57929 -0.05 0.04 -0.03
H -5.45558 -1.78438 2.71079 -0.05 0.00 -0.03
H -3.88277 -2.68958 0.96949 0.02 0.06 0.06
H -2.34788 -3.80097 2.55335 0.03 -0.09 -0.03
H -3.96871 -3.68889 3.25696 -0.01 -0.06 -0.02
H -2.23293 -3.01120 4.91091 -0.04 0.05 -0.09
H -3.18730 -0.78973 5.48905 0.02 0.05 0.08
H -4.45815 -1.91446 4.99728 -0.03 -0.01 0.05
H -0.56346 -2.21740 3.22036 0.05 0.02 -0.01
H -0.83585 -1.04315 4.50313 0.05 -0.01 -0.04
H -2.59694 -0.58932 0.62793 0.02 0.01 -0.05
H -1.53640 -1.95899 1.01027 0.13 -0.14 -0.09
```
Positions in Å, forces in eV/Å.

Its multiplicity is 1. The relative energy (zero: lowest compared OMol25 entry of this formula, charge and spin) comes out at 27.5 kcal/mol. For the lowest unoccupied orbital energy, the calculation gives 3.624 eV. The charge is -2. The calculation puts the largest force on an atom at 1.78 eV/Å.

These are the Mulliken partial charges, in e, on atoms 1 to 99: number 1, In, carries -0.054; number 2, Cl, carries -0.280; number 3, C, carries 0.546; number 4, C, carries -0.937; number 5, C, carries 1.243; number 6, Cl, carries -0.073; number 7, C, carries -1.303; number 8, O, carries 0.145; number 9, C, carries 0.559; number 10, Cl, carries -0.242; number 11, C, carries -0.866; number 12, H, carries 0.459; number 13, H, carries 0.448; number 14, S, carries -0.427; number 15, C, carries 1.940; number 16, S, carries -0.342; number 17, C, carries 0.370; number 18, C, carries -0.413; number 19, N, carries -0.700; number 20, C, carries -0.337; number 21, N, carries -0.705; number 22, C, carries -1.136; number 23, O, carries 0.105; number 24, C, carries 1.171; number 25, C, carries -0.480; number 26, C, carries -0.212; number 27, Br, carries -0.270; number 28, C, carries -0.884; number 29, C, carries 0.291; number 30, C, carries 0.141; number 31, O, carries -0.515; number 32, C, carries 0.254; number 33, N, carries -0.834; number 34, C, carries 0.306; number 35, C, carries -0.807; number 36, C, carries -0.379; number 37, C, carries -0.610; number 38, C, carries -0.863; number 39, C, carries 0.732; number 40, N, carries 0.398; number 41, H, carries 0.490; number 42, H, carries 0.390; number 43, H, carries 0.091; number 44, H, carries 0.529; number 45, H, carries 0.588; number 46, H, carries -0.075; number 47, H, carries 0.427; number 48, H, carries 0.356; number 49, H, carries 0.384; number 50, H, carries 0.512; number 51, H, carries -0.137; number 52, S, carries -0.084; number 53, C, carries 0.500; number 54, C, carries -0.101; number 55, C, carries -0.687; number 56, C, carries -0.471; number 57, C, carries -0.522; number 58, C, carries -0.848; number 59, H, carries 0.271; number 60, H, carries 0.417; number 61, H, carries 0.351; number 62, H, carries 0.349; number 63, H, carries 0.416; number 64, C, carries -1.725; number 65, C, carries 0.065; number 66, C, carries -0.866; number 67, C, carries -0.491; number 68, C, carries -1.484; number 69, C, carries 0.087; number 70, C, carries 1.539; number 71, C, carries -0.308; number 72, N, carries -0.360; number 73, C, carries 1.743; number 74, C, carries -0.933; number 75, C, carries 0.429; number 76, C, carries -1.630; number 77, C, carries 0.679; number 78, C, carries -1.706; number 79, C, carries 0.389; number 80, C, carries -1.467; number 81, C, carries -1.117; number 82, C, carries -1.592; number 83, H, carries 0.392; number 84, H, carries 0.319; number 85, H, carries 0.310; number 86, H, carries 0.250; number 87, H, carries 0.392; number 88, H, carries 0.256; number 89, H, carries 0.263; number 90, H, carries 0.170; number 91, H, carries 0.567; number 92, H, carries 0.408; number 93, H, carries 0.569; number 94, H, carries 0.225; number 95, H, carries 0.473; number 96, H, carries 0.584; number 97, H, carries 0.384; number 98, H, carries 0.360; number 99, H, carries 0.598